{"formula": "C43H45F6GeN4O2SbW", "method": "ωB97M-V with the def2-TZVPD basis set", "orbital_gap_ev": [7.70, 5.58], "total_energy_ev": -136558.5584, "de_lowest_ev": 1.346, "total_charge": 1, "s_squared": 3.9079, "homo_energy_ha": [-0.4063, -0.4063], "multiplicity": 4, "symbols": ["W", "C", "C", "C", "N", "C", "C", "C", "C", "C", "C", "C", "N", "C", "C", "C", "N", "C", "C", "C", "C", "C", "C", "C", "N", "C", "C", "H", "H", "H", "H", "H", "H", "H", "H", "H", "H", "H", "H", "H", "H", "H", "H", "H", "H", "H", "H", "H", "H", "H", "H", "H", "H", "F", "Sb", "F", "F", "F", "F", "F", "O", "C", "O", "C", "C", "Ge", "C", "C", "C", "C", "C", "C", "C", "C", "C", "C", "C", "C", "C", "C", "C", "C", "C", "C", "H", "H", "H", "H", "H", "H", "H", "H", "H", "H", "H", "H", "H", "H", "H", "H", "H", "H", "H"], "positions_angstrom": [[1.195405, -2.156072, 1.938749], [-2.037561, -3.546479, 2.292498], [-2.491308, -2.346383, 3.115643], [-1.837632, -0.993638, 2.824501], [-0.383686, -0.911868, 2.991545], [0.103078, -0.330161, 4.056833], [-0.671513, -0.148781, 5.246208], [-0.384377, 0.517308, 6.414209], [0.683776, 1.356595, 6.704028], [1.759541, 1.690158, 5.858577], [2.127691, 1.123016, 4.681173], [1.550811, 0.000807, 3.974587], [2.220586, -0.669590, 3.101290], [3.575934, -0.249148, 2.714146], [4.363518, -1.154286, 1.767707], [3.821233, -1.407031, 0.362749], [2.545576, -2.132483, 0.242360], [2.078945, -2.479414, -0.908207], [2.818623, -2.243127, -2.128396], [2.662350, -2.778297, -3.370639], [1.722558, -3.721499, -3.823889], [0.601507, -4.182381, -3.143415], [0.103857, -3.775886, -1.929141], [0.648261, -2.898473, -0.931853], [-0.069727, -2.492094, 0.078669], [-1.530955, -2.478261, -0.038344], [-2.309379, -3.496628, 0.793538], [-2.523463, -4.433563, 2.700082], [-0.981915, -3.720537, 2.458371], [-2.343523, -2.590419, 4.170624], [-3.566094, -2.185364, 2.981860], [-2.300961, -0.227681, 3.447399], [-2.038412, -0.668484, 1.805663], [-1.600995, -0.700237, 5.250293], [-1.118941, 0.400396, 7.201499], [0.667774, 1.843287, 7.670714], [2.394583, 2.494017, 6.211167], [2.984646, 1.557447, 4.188783], [4.173855, -0.132177, 3.618992], [3.450614, 0.737481, 2.253900], [4.639199, -2.083332, 2.251367], [5.293942, -0.605437, 1.593003], [4.587370, -1.955833, -0.186807], [3.672885, -0.441975, -0.135418], [3.640277, -1.550847, -2.017233], [3.390750, -2.461399, -4.107721], [1.878342, -4.109334, -4.822154], [0.007169, -4.925606, -3.661278], [-0.823855, -4.241318, -1.625465], [-1.805012, -2.577964, -1.088302], [-1.816457, -1.457634, 0.210495], [-2.123945, -4.492883, 0.382644], [-3.365972, -3.282396, 0.601644], [2.780429, -3.021915, 2.575449], [1.558199, -5.333252, 4.380475], [0.954335, -4.038362, 1.488250], [1.834518, -4.122813, 5.822790], [1.710138, -6.861765, 5.512507], [0.672205, -2.935318, 3.653617], [-0.345231, -5.323362, 4.522264], [1.204561, 1.652146, 1.825411], [0.687721, 0.898588, 1.026271], [1.036352, -0.367820, 0.855844], [-0.280963, 1.402543, -0.017505], [0.482083, 2.053753, -1.177721], [-0.765001, 2.704257, -2.552386], [-2.003990, 3.900636, -1.644734], [-1.553148, 5.157901, -1.236150], [-2.373102, 6.009973, -0.510656], [-3.662432, 5.615127, -0.179739], [-4.123965, 4.367855, -0.573849], [-3.298349, 3.517722, -1.298823], [-1.731125, 1.161708, -3.276600], [-2.929283, 1.336021, -3.969249], [-3.590315, 0.263132, -4.550091], [-3.052007, -1.012574, -4.461353], [-1.854462, -1.204130, -3.787268], [-1.205958, -0.128317, -3.193309], [0.185671, 3.596874, -3.990779], [1.296540, 2.974867, -4.561657], [1.990670, 3.570765, -5.603462], [1.579452, 4.803913, -6.091674], [0.474539, 5.432324, -5.537453], [-0.217062, 4.831766, -4.493310], [-0.936514, 2.139669, 0.450633], [-0.893368, 0.577194, -0.385508], [1.204549, 1.354891, -1.611355], [1.054206, 2.904844, -0.801906], [-0.549573, 5.485210, -1.488622], [-2.008041, 6.982363, -0.206152], [-4.306493, 6.280176, 0.380749], [-5.129748, 4.056841, -0.321307], [-3.676536, 2.546167, -1.598629], [-3.358055, 2.327961, -4.066422], [-4.519698, 0.425344, -5.080352], [-3.558078, -1.850108, -4.923919], [-1.417894, -2.194007, -3.740032], [-0.267708, -0.302769, -2.671414], [1.626113, 2.006442, -4.197178], [2.850606, 3.076162, -6.036768], [2.118425, 5.272040, -6.904922], [0.149040, 6.391615, -5.918472], [-1.081189, 5.333587, -4.072787]], "atomic_forces_ev_per_a": [[0.1, 0.9, -0.6], [0.1, 0.1, -0.1], [-0.1, 0.0, 0.0], [0.0, 0.1, 0.0], [0.0, -0.1, 0.0], [0.2, -0.1, 0.2], [-0.1, 0.0, -0.1], [0.0, 0.0, 0.0], [0.0, 0.0, 0.0], [0.0, 0.0, 0.0], [0.0, 0.0, -0.1], [0.0, 0.0, 0.1], [0.0, -0.1, 0.0], [-0.1, 0.0, 0.0], [0.0, 0.0, 0.0], [0.0, 0.0, 0.0], [-0.1, -0.1, 0.1], [0.0, 0.1, 0.0], [0.0, 0.0, 0.1], [0.0, 0.0, 0.0], [0.0, 0.0, 0.0], [0.0, -0.1, -0.1], [0.0, 0.1, 0.1], [0.0, -0.2, 0.0], [-0.1, 0.0, -0.1], [0.1, 0.1, -0.1], [-0.1, 0.0, 0.0], [-0.1, 0.0, 0.0], [0.0, -0.2, 0.1], [0.0, 0.0, 0.0], [0.0, 0.0, 0.0], [0.0, 0.0, 0.0], [0.0, 0.0, 0.0], [0.0, 0.0, 0.0], [0.0, 0.0, 0.0], [0.0, 0.0, 0.0], [0.0, 0.0, 0.0], [0.0, 0.0, 0.1], [0.0, 0.0, 0.0], [0.0, 0.0, 0.0], [0.0, 0.0, 0.0], [0.0, 0.0, 0.0], [0.0, 0.0, 0.0], [0.0, 0.0, 0.0], [0.0, 0.0, 0.0], [0.0, 0.0, 0.0], [0.0, 0.0, 0.0], [0.0, 0.0, 0.0], [0.0, 0.0, -0.1], [0.0, 0.0, 0.0], [0.0, 0.0, 0.0], [0.0, 0.0, 0.0], [0.0, 0.0, 0.0], [0.1, -0.1, 0.1], [-0.1, 0.1, 0.0], [0.0, -0.2, 0.1], [0.0, -0.1, 0.0], [0.0, 0.1, 0.0], [0.0, 0.0, 0.1], [0.0, 0.0, 0.0], [-0.1, -0.1, 0.2], [0.4, 0.2, -0.4], [-0.2, -0.1, 0.2], [-0.2, 0.0, 0.1], [0.1, 0.0, 0.0], [-0.2, -0.1, 0.0], [0.1, 0.1, 0.0], [0.0, 0.0, 0.0], [0.0, 0.0, 0.0], [0.0, 0.0, 0.0], [0.0, 0.0, 0.0], [0.0, -0.1, 0.0], [0.1, 0.0, 0.0], [0.0, 0.1, 0.0], [0.0, 0.0, 0.0], [0.0, 0.0, 0.0], [0.0, 0.0, 0.0], [0.0, 0.0, 0.0], [0.1, 0.0, 0.0], [0.0, 0.0, 0.0], [0.0, 0.0, 0.0], [0.0, 0.0, 0.0], [0.0, 0.0, 0.0], [0.0, 0.0, 0.0], [0.0, 0.0, 0.0], [0.0, 0.0, 0.0], [0.0, 0.0, 0.0], [0.0, 0.0, 0.0], [0.0, 0.0, 0.0], [0.0, 0.0, 0.0], [0.0, 0.0, 0.0], [0.0, 0.0, 0.0], [0.0, 0.0, 0.0], [0.0, 0.0, 0.0], [0.0, 0.0, 0.0], [0.0, 0.0, 0.0], [0.0, 0.0, 0.0], [0.0, 0.0, 0.0], [0.0, 0.0, 0.0], [0.0, 0.0, 0.0], [0.0, 0.0, 0.0], [0.0, 0.0, 0.0], [0.0, 0.0, 0.0]]}